Formula: C5H8LiO4Rb
Source: the OMol25 dataset
Level of theory: wB97M-V/def2-TZVPD

## Properties
M ... 224.52 g/mol
LUMO energy (spin up / spin down) ... -1.02 / -1.01 eV
Charge ... 0
Highest occupied orbital energy (spin up / spin down) ... -4.74 / -4.74 eV
Electronic energy ... -14361.5370 eV
Energy relative to the best compared isomer or geometry (same formula, charge and spin) ... 220.1 kJ/mol
Maximum force ... 5.486 eV Å⁻¹

Last column: Mulliken charge in e.
Positions of all 19 atoms, in Å:
O 0.137 -3.311 -0.579  -0.935
C 0.932 -2.142 -0.516  0.079
C 0.313 -0.940 -1.239  -0.921
H 1.072 -1.886 0.556  0.078
H 1.946 -2.373 -0.915  0.158
H 0.675 -0.833 -2.278  0.172
H 0.855 -0.053 -0.866  0.001
O -0.944 0.884 1.416  -0.293
C -1.328 0.960 0.117  0.576
C 0.101 1.820 1.665  -0.236
O -2.417 0.463 -0.200  -0.644
O -0.987 2.179 -0.365  -0.319
C 0.003 2.782 0.468  -0.301
H 1.054 1.273 1.689  0.229
H -0.086 2.307 2.627  0.274
H 0.944 2.857 -0.090  0.248
H -0.346 3.782 0.752  0.274
Li 0.528 -4.962 -0.856  0.787
Rb -2.451 -2.807 -1.385  0.771